[1]
Entry from the Open Molecules 2025 dataset: a structure of composition C32H46Br2F2InN2Si (ωB97M-V with the def2-TZVPD basis set).

Calculated values
gap between HOMO and LUMO: 6.26 eV
net charge: -1
E_HOMO: -4.17 eV
molar mass: 799.44 g/mol
calculated total energy: -7183.8641 Ha

Each line ends with the Löwdin charge.
Positions of all 86 atoms, in Å:
H 0.010 -2.685 2.502  0.09
C -1.735 1.014 -2.228  -0.24
H 3.391 -5.160 2.095  0.01
H -2.119 4.129 -3.567  0.08
Si -1.536 0.073 -0.605  0.59
H -1.287 2.200 0.636  0.02
N 1.676 -4.447 -1.843  -0.10
H -1.613 -0.786 -3.412  0.10
H -1.631 -1.290 2.025  0.08
C -5.162 5.375 -5.289  -0.01
C 2.688 -3.388 -1.572  -0.37
H 3.718 4.750 5.296  0.10
C -2.029 2.317 -4.720  -0.10
H 2.160 -0.396 0.484  -0.05
H 2.504 -3.972 3.013  0.02
H -2.528 -4.123 1.829  0.10
H -2.425 -3.552 3.474  0.10
H -3.875 -0.597 -0.889  0.07
H 0.757 -4.030 -1.883  0.02
H -0.951 -2.216 -1.434  0.04
H -7.284 5.119 -5.230  0.10
H 0.226 -3.963 0.480  0.07
H 1.500 -6.076 1.047  0.09
C -6.434 5.631 -4.799  -0.08
C -0.812 1.216 0.695  -0.16
C 3.007 1.487 4.740  -0.08
C 3.452 3.848 4.761  -0.11
C -2.026 3.052 -3.539  -0.09
C -1.881 2.409 -2.310  -0.09
H 2.508 0.617 2.817  0.08
H 0.454 -1.106 -1.515  0.04
C 2.765 1.520 3.373  0.00
C -0.517 -3.643 2.503  -0.19
H -4.993 4.675 -6.096  0.12
H 1.028 -5.851 2.718  0.10
H -4.264 -2.220 0.858  0.10
H 7.845 -1.158 1.353  0.07
H 3.635 -3.693 -2.032  0.00
C -4.092 6.032 -4.717  -0.29
H 3.302 4.830 2.841  0.11
C -0.425 -1.399 -0.937  -0.17
C 7.731 -2.236 1.512  -0.21
H 2.388 -2.488 -2.119  0.02
C -2.038 -3.377 2.465  -0.19
H 3.535 2.597 6.501  0.09
H 8.238 -2.504 2.435  0.04
In 3.136 -2.914 0.561  0.68
C 1.280 -5.303 1.794  -0.33
C -2.487 -1.971 2.017  -0.21
C -4.244 6.928 -3.678  -0.02
H 0.265 1.332 0.585  0.02
F -2.853 5.791 -5.190  0.05
H -1.878 2.997 -1.399  0.09
H -3.675 0.174 0.671  0.08
H -3.375 7.413 -3.255  0.12
C 2.882 2.739 2.732  -0.28
H 1.656 -5.114 -1.085  0.01
H -0.059 -1.771 0.026  0.01
H -1.876 0.342 -5.575  0.10
C 6.263 -2.585 1.557  -0.90
C -1.739 0.293 -3.433  -0.10
C -1.886 0.929 -4.664  -0.09
C 2.544 -4.468 2.037  -0.30
H 2.935 0.542 5.261  0.10
H -7.612 6.722 -3.376  0.10
H -5.661 7.872 -2.385  0.10
C 3.347 2.640 5.436  -0.11
C 5.358 -2.485 0.589  -0.74
C -5.523 7.175 -3.199  -0.09
H -0.752 -5.274 1.119  0.11
C -3.220 -1.936 0.669  -0.27
F 2.669 2.807 1.401  0.05
C 3.220 3.904 3.394  -0.03
H -0.284 -4.128 3.457  0.11
C -6.618 6.529 -3.757  -0.10
H -3.178 -1.579 2.772  0.11
Br 6.051 -1.798 -1.082  0.61
H -2.128 2.814 -5.679  0.09
H 1.435 -1.180 1.721  -0.07
C -3.223 -0.558 -0.008  -0.25
H -1.018 0.811 1.688  0.02
C 0.022 -4.541 1.387  -0.24
N 2.319 -1.049 1.242  -0.16
H 8.206 -2.736 0.664  0.05
H -2.823 -2.704 -0.001  0.10
Br 5.665 -3.193 3.269  0.69

---

[2]
Entry from the Open Molecules 2025 dataset: a structure of composition C32H46BrF4PSi5W in a non-equilibrium geometry (ωB97M-V with the def2-TZVPD basis set).

Calculated values
gap between HOMO and LUMO (alpha / beta): 6.29 / 6.02 eV
net charge: +2
E_HOMO (alpha / beta): -12.93 / -12.58 eV
molar mass: 941.86 g/mol
2S+1: 3
<S²>: 2.20
calculated total energy: -6075.7404 Ha

Each line ends with the natural charge from an NBO analysis.
Positions of all 90 atoms, in Å:
C -4.885 0.076 -1.448  -0.19
C 1.040 1.543 3.068  -1.02
C -3.746 -1.419 3.996  -1.11
H -0.375 -1.508 3.340  0.30
C 1.270 1.491 -3.180  -0.14
C -3.734 0.813 -1.234  -0.19
C -4.870 -0.995 -2.335  -0.18
H -3.683 -2.183 -3.673  0.23
H 2.384 -1.799 -2.663  0.25
Si -3.502 -2.038 2.259  1.60
H -5.799 0.339 -0.928  0.23
C -2.682 3.753 -2.360  0.42
C -2.303 5.977 -1.540  0.32
H 3.413 -4.210 2.271  0.28
H -5.847 -2.395 1.675  0.26
H 0.925 -1.780 4.559  0.28
H -5.776 -1.562 -2.512  0.24
C -0.124 1.465 -3.223  -0.40
C -0.046 1.646 -5.621  -0.19
F -3.403 2.989 -3.174  -0.29
H -0.558 1.703 -6.574  0.24
F -2.631 7.249 -1.495  -0.25
H -5.347 -0.742 1.285  0.25
H 3.501 -2.785 3.338  0.30
H 3.823 0.757 4.561  0.27
H 2.933 -0.696 4.087  0.22
H 4.531 -0.356 3.387  0.25
H -3.639 -0.332 4.043  0.25
H 4.252 0.958 -2.489  0.24
C 2.901 -3.659 3.060  -1.25
H 5.966 -2.053 -0.076  0.27
Br 0.656 3.634 0.100  0.31
H 2.834 -4.295 3.950  0.30
H -1.863 1.521 -4.500  0.24
H 1.428 -3.696 0.224  0.28
C -2.545 -0.591 -2.797  -0.13
P -1.073 1.469 -1.675  1.08
H 0.227 1.173 2.429  0.13
H 4.831 2.411 2.014  0.26
C -2.101 -1.053 1.528  -0.44
H 5.213 1.184 -1.018  0.25
C 4.866 0.445 -1.745  -1.11
C -1.164 -0.424 1.037  -0.48
H 1.781 1.427 -2.228  0.20
H -4.758 -1.667 4.333  0.26
C -1.623 3.239 -1.621  -0.48
H 1.912 1.771 -6.492  0.24
H 4.036 -2.376 -2.909  0.27
C -3.699 -1.340 -2.993  -0.21
C -2.980 -3.824 2.237  -1.10
H -3.747 -4.439 2.720  0.26
H 4.531 -2.682 0.741  0.23
H 0.899 2.616 3.207  0.26
H -2.862 -4.185 1.210  0.24
C -0.901 4.169 -0.876  -0.05
H -3.046 -1.864 4.709  0.24
H 5.745 0.038 -2.257  0.27
H -1.636 -0.853 -3.323  0.22
Si 3.941 -0.940 -0.926  1.31
H 3.508 3.089 1.062  0.24
C -5.035 -1.790 1.260  -1.11
H 0.828 1.051 4.019  0.27
C 5.002 -1.770 0.361  -1.11
H -0.377 -2.959 4.352  0.30
H 5.205 -1.107 1.206  0.24
C 0.270 -2.248 3.820  -1.27
H 3.596 3.393 2.807  0.26
H -4.886 -2.082 0.217  0.25
C 1.342 1.682 -5.575  -0.16
C 0.614 -3.474 0.915  -1.26
C 2.000 1.604 -4.356  -0.21
H 0.023 -2.621 0.571  0.31
C 3.275 -2.169 -2.149  -1.12
F -4.059 5.530 -3.012  -0.25
C -1.213 5.509 -0.827  0.30
H 3.026 -3.118 -1.666  0.24
H -2.041 -3.990 2.776  0.21
C -0.782 1.543 -4.453  -0.18
C -2.571 0.501 -1.935  -0.40
C 3.591 0.097 3.718  -1.12
C 3.761 2.641 2.027  -1.13
H 3.083 1.637 -4.325  0.22
F -0.490 6.357 -0.110  -0.27
Si 2.772 1.100 2.375  1.24
W 0.060 1.129 0.462  0.29
Si 1.245 -3.117 2.569  2.06
H -3.750 1.642 -0.533  0.22
Si 2.201 0.078 0.300  0.03
H -0.055 -4.344 0.951  0.31
C -3.033 5.093 -2.311  0.29

---

Which of these has the lowest calculated total energy? C32H46Br2F2InN2Si

---

Among the records above, which one has the highest molar mass? C32H46BrF4PSi5W